Here is a cluster of 2 separate species, ClHN2O in total from OMol25. Energies are from the ωB97M-V functional and the def2-TZVPD basis.

Output
Structure (SMILES): N#[N+][O-].Cl
Relative energy (zero: lowest compared OMol25 entry of this formula, charge and spin) (kcal/mol): 21.2
Gap between HOMO and LUMO (eV): 12.63
E (eV): -17564.4456
Multiplicity: 1
HOMO level (eV): -11.4

Each atom is followed by the atoms it is bonded to, with distances in Å.
Geometry (Å):
1 N 0.353 -0.648 0.374  N2 1.118
2 N 1.305 -0.211 -0.015  N1 1.118, O3 1.132
3 O 2.264 0.224 -0.430  N2 1.132
4 Cl -2.041 0.903 -0.247  H5 1.310
5 H -1.881 -0.268 0.319  Cl4 1.310